Model P:
Below is a structure of composition C6H14N2O, with properties calculated with ωB97M-V/def2-TZVPD.

Geometry (Å):
C1 -1.2200 -0.8367 0.2777
C2 -2.2952 0.0659 0.8453
C3 -1.4098 -1.0931 -1.2051
C4 0.5277 0.9871 0.3910
N1 0.6046 1.2271 1.7567
O1 0.0988 1.8105 -0.4025
H1 -1.1581 -1.7709 0.8414
H2 0.5638 0.4464 2.3920
H3 0.0940 2.0426 2.0615
H4 -2.2161 0.1718 1.9274
H5 -3.2923 -0.3280 0.6355
H6 -2.2382 1.0481 0.3738
H7 -0.7250 -1.8581 -1.5726
H8 -2.4235 -1.4326 -1.4274
H9 -1.2377 -0.1644 -1.7522
C5 2.0842 -0.1135 -1.5865
C6 2.0150 0.1564 -0.1224
N2 3.0182 0.1227 0.6230
H10 2.8685 0.5333 1.5481
H11 0.0763 -0.4790 0.2500
H12 1.6012 0.6981 -2.1301
H13 3.1191 -0.1988 -1.9130
H14 1.5448 -1.0348 -1.8116

Output
spin multiplicity	1

---

Model Q:
Below is an isolated molecule of C6H14N2O, with properties calculated with ωB97M-V/def2-TZVPD.

Geometry (Å):
C1 0.7754 -0.2386 -0.3639
C2 0.1283 0.0024 0.9109
C3 1.3246 -1.6415 -0.5570
C4 -0.8226 -0.9862 1.4960
C5 -1.6586 1.3564 -0.5324
N1 1.7596 0.7811 -0.6778
N2 0.4490 1.1043 1.6252
C6 -0.7572 -0.0128 -1.3823
O1 -1.4036 -1.0458 -1.5487
H1 1.3150 1.6182 -1.0390
H2 2.4310 0.4481 -1.3561
H3 1.2874 1.5884 1.3218
H4 0.0241 1.2461 2.5286
H5 -0.3631 0.5761 -2.2337
H6 1.9689 -1.9481 0.2685
H7 1.8800 -1.7052 -1.4935
H8 0.4992 -2.3482 -0.6354
H9 -1.4486 -0.5242 2.2600
H10 -1.4519 -1.4118 0.7143
H11 -0.2552 -1.8012 1.9537
H12 -2.6301 1.2296 -1.0054
H13 -1.2164 2.3185 -0.7965
H14 -1.8352 1.3943 0.5426

Output
spin multiplicity	1

---

Model R:
Below is an isolated molecule of C6H14N2O, with properties calculated with ωB97M-V/def2-TZVPD.

Geometry (Å):
C1 0.4291 0.3069 1.2469
C2 0.1596 0.1840 -0.2940
C3 1.9395 0.9141 1.4117
C4 0.5408 -1.1869 -0.8756
C5 -0.8403 0.7849 -2.4445
C6 -0.9812 0.8793 -0.9015
N1 0.3601 -0.6070 2.2888
N2 -0.3136 -1.7328 1.9931
O1 -2.2408 0.3065 -0.4977
H1 -0.3413 1.1648 1.6565
H2 2.1956 1.8583 0.7756
H3 2.6002 0.1235 0.9641
H4 2.0463 0.8916 2.5393
H5 -0.1371 -1.6452 -1.6396
H6 0.7062 -2.0418 -0.2594
H7 1.5397 -1.0809 -1.3512
H8 -1.7314 0.2123 -2.8978
H9 0.0008 0.0866 -2.7005
H10 -0.8511 1.7605 -2.9843
H11 -0.9832 1.9255 -0.6122
H12 -0.2456 -2.4550 2.7502
H13 -1.3775 -1.5782 1.6654
H14 -2.4748 0.9289 0.1666

Output
spin multiplicity	1

---

Model S:
Below is a cluster of 3 separate species, C6H14N2O in total, with properties calculated with ωB97M-V/def2-TZVPD.

Geometry (Å):
C1 0.2963 -1.7012 0.8172
C2 -0.2080 1.9355 -2.0157
C3 1.7251 -2.0587 1.0845
C4 -1.5578 2.4924 -1.6716
C5 0.3611 0.5043 -0.0392
N1 -0.3846 -1.2641 2.0066
N2 0.5516 1.3024 1.0065
C6 -0.0027 -0.0900 -1.0472
O1 -0.3183 -2.7981 0.1569
H1 -1.2093 -2.5412 -0.1057
H2 -0.3260 -1.9468 2.7692
H3 -1.3688 -1.0917 1.8308
H4 0.0540 0.9632 1.8330
H5 1.5053 1.5575 1.2251
H6 -0.1706 -0.8026 -1.8200
H7 0.6378 2.5685 -1.7587
H8 -0.0983 1.5220 -3.0153
H9 2.2196 -2.3607 0.1622
H10 2.2585 -1.2121 1.5172
H11 1.8005 -2.9035 1.7911
H12 -1.6333 2.7079 -0.6013
H13 -1.7792 3.4310 -2.2009
H14 -2.3529 1.7860 -1.9247

Output
spin multiplicity	1

---

model P is the most stable structure; the next one sits 9.0 kcal/mol above it.